Density functional theory data (ωB97M-V/def2-TZVPD) for C35H43ClP2Si2Sr as an isolated structure.

Computed properties:
- charge = 0
- E_LUMO (eV) = 0.03
- E_HOMO (eV) = -5.5

Last column: Löwdin charge in e.
Atoms and positions in Å:
C -2.24637 4.94445 -0.45857  -0.263
C -0.87327 4.56335 -0.51103  -0.266
C -0.72113 3.60780 -1.56019  -0.247
H -0.06896 4.98237 0.10569  0.093
C -2.00441 3.38329 -2.14187  -0.216
C -2.94492 4.20963 -1.45755  -0.234
H -4.00671 4.33834 -1.69567  0.086
H -2.68465 5.72514 0.17077  0.085
H 0.22109 3.15447 -1.90576  0.097
H -2.20326 2.74038 -3.01298  0.098
Sr -2.03530 2.26625 0.47559  1.043
Si -0.28690 -0.18779 -0.27172  0.564
C 1.29326 0.20611 0.64003  -0.390
C 1.91252 -0.85926 1.31729  -0.135
H 1.44452 -1.83685 1.32465  0.035
C 3.13430 -0.66721 1.95150  -0.102
H 3.59976 -1.50434 2.48957  0.105
C 3.75574 0.58815 1.89909  -0.097
H 4.71743 0.73013 2.38809  0.095
C 3.11870 1.67468 1.28103  -0.100
H 3.58274 2.66447 1.29335  0.101
C 1.88471 1.49470 0.66790  -0.128
H 1.39329 2.34567 0.19407  0.078
C -0.10917 -0.18532 -2.13547  -0.374
C 1.12298 0.10296 -2.76266  -0.113
H 1.98893 0.37811 -2.16307  0.094
C 1.22011 0.05739 -4.15265  -0.101
H 2.17786 0.27314 -4.63360  0.099
C 0.09397 -0.23527 -4.92588  -0.110
H 0.17360 -0.28834 -6.00292  0.089
C -1.15990 -0.39144 -4.32327  -0.110
H -2.06343 -0.52828 -4.92016  0.097
C -1.26846 -0.34564 -2.93969  -0.147
H -2.25240 -0.42800 -2.46780  0.089
H -1.09085 -1.36577 0.28816  -0.078
Si 1.96584 -5.43000 -0.28505  0.305
C 1.97160 -5.28925 -2.13410  -0.326
C 3.16150 -5.33834 -2.87372  -0.095
H 4.11873 -5.45715 -2.36908  0.102
C 3.12467 -5.22795 -4.26471  -0.085
H 4.05289 -5.23677 -4.83664  0.102
C 1.89779 -5.10176 -4.92410  -0.085
H 1.86646 -5.01574 -6.01076  0.101
C 0.70651 -5.08985 -4.19009  -0.082
H -0.25286 -5.00070 -4.69988  0.103
C 0.74428 -5.19845 -2.80104  -0.115
H -0.18434 -5.21348 -2.23389  0.086
C 3.59594 -4.79882 0.33619  -0.338
C 4.01158 -3.50483 0.01593  -0.107
H 3.40156 -2.86898 -0.62615  0.112
C 5.21253 -3.01096 0.53306  -0.091
H 5.52228 -1.99312 0.29233  0.107
C 5.99909 -3.81388 1.35865  -0.084
H 6.93282 -3.42677 1.76015  0.101
C 5.58784 -5.11453 1.67296  -0.089
H 6.20174 -5.74139 2.31734  0.101
C 4.39240 -5.60774 1.16345  -0.107
H 4.06504 -6.61932 1.40285  0.094
H 1.73953 -6.86019 0.07935  -0.005
Cl 0.46419 -4.27072 0.52052  0.340
C -2.02809 0.94481 3.16268  -0.340
P -1.63753 2.56786 4.15560  0.891
C -1.05668 3.97857 3.09642  -0.338
C -3.33693 3.23420 4.56464  -0.436
C -4.16328 4.04801 3.52424  -0.441
P -4.52086 3.33578 1.88081  0.770
C -5.78070 2.04946 2.25262  -0.286
C -5.65826 4.55052 1.09380  -0.276
H -2.89328 0.98395 2.46620  -0.037
H -2.25392 0.12220 3.86585  0.048
H -1.12039 0.61518 2.60961  -0.002
H -1.88461 4.31650 2.44404  -0.021
H -0.74167 4.85502 3.71345  0.065
H -0.17431 3.73154 2.48180  0.030
H -3.88758 2.34268 4.92331  0.070
H -3.23225 3.94313 5.41826  0.079
H -5.14339 4.21526 3.99865  0.081
H -3.71397 5.04936 3.37174  0.084
H -6.61871 2.52758 2.78871  0.047
H -6.16689 1.65406 1.29576  0.049
H -5.38162 1.21436 2.85206  0.039
H -6.52891 4.70976 1.75909  0.048
H -5.16486 5.51532 0.88940  0.044
H -6.02631 4.11809 0.14342  0.050

Forces on atoms 1 to 2 (eV/Å):
C 0.2 -0.3 -0.1
C -0.1 0.1 -0.3

Density functional theory data (ωB97M-V/def2-TZVPD) for one molecule with the formula C3H12N4.

Computed properties:
- charge = 0
- E_LUMO (eV) = 1.11
- E_HOMO (eV) = -7.9
- structure (SMILES) = NCCC(N)(N)N

Last column: natural (NBO) charge in e.
Atoms and positions in Å:
C 0.92540 -0.38108 0.01840  0.401
C -1.25891 0.91662 -0.00395  -0.222
C -0.65682 -0.46499 -0.08703  -0.414
N 1.38247 0.12968 1.26174  -0.901
N 1.48416 -1.68632 -0.09431  -0.897
N 1.49086 0.40350 -1.02308  -0.903
N -2.73378 0.70989 -0.25129  -0.849
H 0.81893 0.73667 1.84892  0.374
H 2.27794 -0.16226 1.64155  0.391
H 0.95236 -2.50749 0.18248  0.370
H 2.26717 -1.88409 -0.70805  0.386
H 2.34594 0.93471 -0.88961  0.391
H 1.02882 0.48527 -1.92565  0.375
H -3.19815 0.26135 0.53953  0.350
H -3.20911 1.60406 -0.39131  0.354
H -0.87226 1.57916 -0.78199  0.202
H -1.12178 1.36910 0.98104  0.166
H -1.02266 -1.10171 0.72647  0.206
H -0.90058 -0.94208 -1.04386  0.221

Forces on atoms 1 to 2 (eV/Å):
C 0.0 -0.7 -0.1
C -2.1 -0.6 -0.1

Density functional theory data (ωB97M-V/def2-TZVPD) for C3H7NO2P as an isolated structure.

Computed properties:
- charge = +1
- E_LUMO (eV) = -4.70
- E_HOMO (eV) = -13.8

Last column: natural (NBO) charge in e.
Atoms and positions in Å:
C 0.90904 2.04470 0.06114  -0.194
C 0.79221 0.81492 0.58968  -0.331
C 0.30817 -0.25034 -0.27989  0.237
N 0.86296 -1.62558 -0.23671  -0.739
O -4.01501 -0.15588 0.53477  -0.941
O -1.37853 -0.52565 0.27982  -0.969
P -2.91954 -0.10840 -0.42985  1.538
H 1.23518 2.79952 0.69989  0.224
H 0.68360 2.35557 -0.89930  0.214
H 0.65572 0.54890 1.63542  0.257
H -0.15578 0.01078 -1.30519  0.268
H 0.20248 -2.37235 -0.56862  0.482
H 1.06359 -1.91037 0.79369  0.475
H 1.75591 -1.62583 -0.87485  0.478

Forces on atoms 1 to 2 (eV/Å):
C 0.3 -1.9 2.1
C -0.7 -0.2 -1.1

Density functional theory data (ωB97M-V/def2-TZVPD) for a 3-piece molecular cluster, C23H54N3O6 overall.

Computed properties:
- charge = +1
- E_LUMO (eV) = -3.72
- E_HOMO (eV) = -11.3

Last column: Löwdin charge in e.
Atoms and positions in Å:
C 0.16677 1.64386 1.55101  -0.101
C 1.59723 1.70285 2.13060  -0.195
C 1.69692 1.09574 3.54767  -0.226
C 2.76259 1.73798 4.45528  -0.181
C 2.54630 1.47604 5.95674  -0.194
C 1.07869 1.52132 6.40538  -0.222
C 0.52464 0.12575 6.68022  -0.212
C -0.98787 0.08493 6.97409  -0.200
C -1.72108 -0.70111 5.88984  -0.181
C -1.88811 0.14468 4.60500  -0.144
N -1.07893 -0.39565 3.47449  0.090
C -1.56941 -0.29720 2.21806  -0.456
N -2.52504 0.63833 1.87597  0.181
N -1.11264 -1.17153 1.32091  0.228
H -0.57902 1.73162 2.35981  0.061
H -0.00269 0.71471 0.99013  0.052
H -0.00292 2.48938 0.87315  0.095
H 1.87039 2.76326 2.22022  0.114
H 2.29610 1.19962 1.45370  0.113
H 0.69433 1.18048 3.99873  0.058
H 1.94331 0.02927 3.42709  0.128
H 3.72816 1.28448 4.18429  0.119
H 2.88149 2.81141 4.25451  0.116
H 3.01241 0.52336 6.24887  0.116
H 3.09848 2.24086 6.51984  0.113
H 1.02003 2.09823 7.33934  0.121
H 0.44133 2.04347 5.67702  0.098
H 1.06224 -0.28946 7.54490  0.121
H 0.76956 -0.54323 5.83771  0.105
H -1.14666 -0.41491 7.93825  0.114
H -1.38407 1.10793 7.05614  0.116
H -2.68859 -1.09606 6.22266  0.113
H -1.11139 -1.58209 5.63902  0.111
H -2.93999 0.16944 4.30597  0.119
H -1.58237 1.17829 4.81227  0.117
H -0.14058 0.01620 3.48615  0.085
H -3.14292 0.27362 1.15126  0.121
H -2.13163 1.52737 1.56396  0.104
H -0.91980 -2.13314 1.58043  0.140
H -0.87369 -0.88321 0.37742  0.104
C 2.15497 -1.46504 -1.20635  -0.106
O 1.67681 -2.61113 -1.86507  -0.176
C 0.30354 -2.83250 -1.64301  -0.223
C -0.28901 -3.76756 -2.67552  -0.180
O -0.59123 -3.13706 -3.90345  -0.131
C 0.50172 -2.85324 -4.77174  -0.174
C 1.05472 -4.06968 -5.47712  -0.207
O 1.91044 -4.79329 -4.61152  -0.200
C 2.14380 -6.10897 -5.06912  -0.105
H 2.01940 -1.54346 -0.11742  0.080
H 3.21854 -1.38015 -1.41665  0.097
H 1.65024 -0.55978 -1.57007  0.082
H -0.24301 -1.87479 -1.68136  0.100
H 0.17910 -3.28181 -0.64154  0.121
H -1.25118 -4.11411 -2.28983  0.130
H 0.35544 -4.63883 -2.81184  0.129
H 1.29849 -2.32116 -4.24676  0.123
H 0.09011 -2.18477 -5.52975  0.130
H 1.62046 -3.74297 -6.36007  0.132
H 0.22366 -4.70457 -5.80927  0.132
H 1.21108 -6.68237 -5.11405  0.090
H 2.81885 -6.58644 -4.36193  0.089
H 2.60972 -6.10934 -6.06035  0.091
C -2.93438 -0.24327 -3.07771  -0.100
O -2.54283 1.08011 -3.34621  -0.181
C -2.59463 1.90540 -2.19992  -0.213
C -1.78158 3.16650 -2.39610  -0.180
O -0.38552 2.98721 -2.21669  -0.141
C 0.31751 2.33412 -3.26718  -0.184
C 0.53002 3.19093 -4.49466  -0.207
O -0.64079 3.21866 -5.28842  -0.198
C -0.63322 4.28288 -6.21570  -0.104
H -3.96219 -0.28974 -2.69688  0.092
H -2.88099 -0.79924 -4.01142  0.097
H -2.26070 -0.71382 -2.34788  0.065
H -2.20516 1.36075 -1.32648  0.102
H -3.64051 2.18346 -2.00384  0.132
H -2.07833 3.87137 -1.61576  0.127
H -2.00429 3.62170 -3.36319  0.129
H -0.15993 1.38936 -3.53727  0.121
H 1.30052 2.10908 -2.84768  0.122
H 1.35778 2.77083 -5.08280  0.131
H 0.80335 4.20713 -4.18246  0.132
H -0.59771 5.25163 -5.70445  0.090
H -1.55413 4.22102 -6.79178  0.091
H 0.21947 4.21006 -6.89982  0.091

Forces on atoms 1 to 2 (eV/Å):
C 0.6 0.5 -0.1
C -0.3 0.4 0.4

Density functional theory data (ωB97M-V/def2-TZVPD) for C2H7NOP2 as an isolated structure.

Computed properties:
- charge = 0
- E_LUMO (spin up / spin down) (eV) = -0.28 / -0.29
- E_HOMO (spin up / spin down) (eV) = -8.8 / -8.8

Last column: natural (NBO) charge in e.
Atoms and positions in Å:
C 0.90861 -0.69990 1.86317  -0.851
C 0.67746 -0.86620 -1.05342  -0.952
N -3.41849 -0.74272 -0.29457  -0.214
O -4.19480 -1.55541 0.00982  -0.344
P -2.48019 0.36967 -0.61738  0.542
P 0.21630 0.03808 0.52468  0.657
H 1.40379 -1.68923 1.99167  0.220
H 0.60100 -0.40819 2.88379  0.229
H -1.35212 2.25563 -1.18346  -0.028
H 1.32658 -0.37210 -1.65685  0.230
H -0.27455 -1.10542 -1.58716  0.241
H 1.10775 -1.90867 -0.84330  0.234
H -1.78719 2.71332 -1.64639  0.035

Forces on atoms 1 to 2 (eV/Å):
C -0.7 -1.2 0.2
C -2.0 -3.8 2.5

Density functional theory data (ωB97M-V/def2-TZVPD) for a 2-piece molecular cluster, C3H7NOP overall.

Computed properties:
- charge = -1
- E_LUMO (spin up / spin down) (eV) = 4.20 / 4.20
- E_HOMO (spin up / spin down) (eV) = -2.4 / -2.4

Last column: natural (NBO) charge in e.
Atoms and positions in Å:
C -0.09978 0.64175 -0.74349  -0.688
C -0.65716 -0.48617 0.12514  -0.597
C 2.18198 0.02089 0.70728  -0.914
N -2.83289 -0.83819 -0.15164  -0.150
O -3.34421 0.32197 0.14350  -0.559
P 1.03913 -0.83339 -0.61304  0.498
H -0.67840 0.74084 -1.76161  0.206
H 0.39292 1.53473 -0.34353  0.183
H -0.70770 -0.42183 1.18992  0.179
H 3.19398 0.07164 0.25929  0.195
H 2.53295 -0.69589 1.47136  0.205
H 1.76519 0.91847 0.95563  0.204
H -2.78603 -0.97482 -1.23882  0.238

Forces on atoms 1 to 2 (eV/Å):
C -1.3 -1.1 -1.2
C 0.3 0.3 -1.9

What are the relative energy (zero: lowest compared OMol25 entry of this formula, charge and spin) values for these records? In order: 0.0; 18.6; 44.1; 36.9; 58.9; 101.0 kcal per mole.
What are the DFT total energy values for these records? In order: -3112.09134; -340.50075; -664.75854; -1524.07020; -892.91452; -589.67428 a.u..